Formula: C32H30BClF4O2S
Source: the OMol25 dataset
Level of theory: wB97M-V/def2-TZVPD

Calculated values
Net charge: 0
Frontier orbital gap, eV: 8.0205
Electronic energy, Eh: -2670.63464
LUMO, Eh: 0.001
Multiplicity: 1
SMILES string: CC1(C)OB([C@H](/C=C/c2cc(F)cc(F)c2)c2cc(F)cc(F)c2)OC1(C)C.Cc1ccc(-c2ccc(Cl)cc2)s1

Each line ends with the Löwdin charge.
CARTESIAN COORDINATES (ANGSTROEM)
F: -4.08 -1.76 -3.38  0.04
C: -3.47 -0.65 -2.84  -0.22
C: -3.92 0.60 -3.26  0.06
C: -3.30 1.70 -2.67  -0.23
F: -3.73 2.94 -3.07  0.04
C: -2.22 1.60 -1.78  0.05
C: -1.76 0.33 -1.41  -0.18
C: -0.51 0.12 -0.52  -0.09
C: -0.65 -1.04 0.40  -0.06
C: -1.66 -1.13 1.29  -0.04
C: -2.20 -2.35 1.85  -0.20
C: -3.21 -2.29 2.85  0.03
C: -3.78 -3.45 3.33  -0.24
F: -4.81 -3.38 4.25  0.04
C: -3.38 -4.72 2.91  0.06
C: -2.38 -4.75 1.93  -0.24
F: -2.00 -5.98 1.44  0.03
C: -1.78 -3.62 1.39  0.04
C: -2.40 -0.81 -1.96  0.05
H: -4.71 0.70 -3.99  0.13
H: -1.70 2.48 -1.39  0.14
H: -0.20 1.04 -0.01  0.14
H: 0.14 -1.80 0.37  0.12
H: -2.21 -0.22 1.58  0.13
H: -3.53 -1.32 3.22  0.12
H: -3.82 -5.62 3.31  0.13
H: -1.02 -3.70 0.61  0.12
H: -2.02 -1.80 -1.71  0.14
C: 4.20 4.17 1.21  -0.11
C: 3.23 3.12 1.61  -0.60
C: 3.51 1.77 1.80  -0.13
C: 2.42 1.05 2.39  -0.11
C: 1.28 1.82 2.58  -0.47
B: 0.27 -0.16 -1.95  -0.62
C: 0.13 1.47 3.39  -0.25
C: 0.09 0.26 4.12  -0.02
C: -1.01 -0.08 4.90  -0.11
C: -2.09 0.81 4.97  -0.70
Cl: -3.38 0.47 6.05  0.68
C: -2.08 2.03 4.27  -0.10
C: -0.95 2.37 3.54  -0.05
O: 0.84 1.03 -2.39  0.13
C: 1.89 0.63 -3.29  -0.46
C: 1.42 0.96 -4.71  -0.02
C: 3.12 1.48 -3.00  -0.01
C: 2.01 -0.93 -3.07  -0.44
C: 2.40 -1.70 -4.31  -0.01
C: 2.97 -1.33 -1.93  0.00
O: 0.67 -1.30 -2.61  0.16
S: 1.59 3.48 2.04  1.08
H: 5.19 3.73 1.09  0.08
H: 3.91 4.67 0.28  0.08
H: 4.25 4.92 2.01  0.08
H: 4.47 1.32 1.55  0.11
H: 2.45 0.00 2.67  0.10
H: 0.95 -0.41 4.08  0.11
H: -1.05 -1.02 5.45  0.11
H: -2.95 2.67 4.32  0.11
H: -0.90 3.35 3.07  0.09
H: 2.19 0.70 -5.45  0.09
H: 0.49 0.42 -4.95  0.10
H: 1.25 2.04 -4.78  0.10
H: 3.94 1.18 -3.67  0.10
H: 2.88 2.54 -3.20  0.10
H: 3.45 1.40 -1.96  0.09
H: 3.37 -1.32 -4.67  0.10
H: 2.53 -2.76 -4.08  0.09
H: 1.67 -1.64 -5.12  0.09
H: 3.99 -1.02 -2.18  0.09
H: 2.68 -0.89 -0.97  0.10
H: 2.98 -2.43 -1.83  0.10